{"formula": "C22H19ClN6NiS2", "method": "ωB97M-V/def2-TZVPD", "homo_lumo_gap_ev": [6.21, 6.21], "charge": 0, "e_homo_ha": [-0.2578, -0.2578], "max_force_ev_per_a": 0.47, "lumo_ev": [-0.808, -0.807], "e_tot_ha": -3943.12627, "e_above_lowest_kj_mol": 0.0, "symbols": ["Ni", "C", "C", "N", "N", "C", "N", "S", "C", "C", "C", "C", "C", "N", "H", "H", "H", "H", "H", "H", "H", "H", "H", "S", "C", "C", "C", "C", "C", "C", "C", "C", "C", "N", "H", "H", "H", "H", "H", "H", "Cl", "C", "C", "C", "C", "N", "C", "H", "H", "H", "H"], "positions_angstrom": [[1.104, 0.841, 0.250], [4.718, -1.053, -0.563], [3.356, -0.448, -0.553], [2.787, 0.058, 0.490], [3.440, 0.053, 1.679], [2.760, 0.713, 2.594], [3.294, 0.759, 3.829], [1.250, 1.515, 2.319], [2.528, -0.378, -1.764], [2.891, -0.903, -2.994], [1.992, -0.813, -4.047], [0.762, -0.213, -3.843], [0.473, 0.299, -2.587], [1.339, 0.229, -1.586], [5.150, -1.004, 0.431], [5.365, -0.521, -1.264], [4.672, -2.097, -0.882], [4.225, 0.407, 3.966], [2.886, 1.359, 4.521], [3.853, -1.377, -3.119], [2.251, -1.214, -5.018], [0.032, -0.135, -4.636], [-0.464, 0.788, -2.359], [-4.130, 3.606, 1.805], [-2.616, 4.249, 1.751], [-1.435, 3.711, 1.191], [-1.359, 2.490, 0.588], [-1.956, 1.210, 0.182], [-1.534, -1.212, 0.772], [-2.232, -2.417, 0.765], [-1.577, -3.582, 0.405], [-0.238, -3.522, 0.055], [0.377, -2.284, 0.081], [-0.244, -1.162, 0.430], [-2.476, 5.233, 2.197], [-0.520, 4.291, 1.243], [-3.280, -2.433, 1.026], [-2.109, -4.524, 0.396], [0.316, -4.406, -0.229], [1.426, -2.183, -0.186], [-5.272, 0.627, -2.081], [-4.109, 0.661, -0.789], [-4.548, 0.166, 0.514], [-3.655, -0.052, 1.474], [-2.177, 0.107, 1.211], [-0.570, 1.686, -0.073], [-2.893, 1.171, -0.966], [-5.609, 0.041, 0.682], [-3.976, -0.368, 2.458], [-1.670, 0.400, 2.135], [-2.600, 1.632, -1.901]], "forces_ev_per_angstrom": [[-0.4695, 0.0074, 0.0385], [-0.0187, -0.0419, -0.0008], [0.0460, 0.0101, 0.0362], [0.2497, 0.2108, -0.0474], [0.0362, -0.0450, -0.0138], [-0.0619, -0.0007, -0.0042], [0.0066, 0.0233, 0.0060], [0.0671, 0.0345, 0.0134], [-0.0401, 0.0322, -0.0551], [0.0041, -0.0265, 0.0144], [-0.0040, -0.0078, -0.0049], [-0.0021, -0.0143, 0.0084], [0.0211, 0.0482, -0.0275], [0.1187, 0.0998, -0.0749], [0.0022, 0.0012, 0.0013], [-0.0083, 0.0036, -0.0030], [0.0077, -0.0068, -0.0001], [-0.0052, -0.0113, 0.0005], [-0.0067, -0.0085, -0.0003], [-0.0012, -0.0031, -0.0072], [0.0041, -0.0021, 0.0015], [0.0002, 0.0006, -0.0019], [0.0098, 0.0136, 0.0018], [0.0356, 0.0109, -0.0049], [-0.0510, -0.0269, 0.0126], [0.0503, -0.0839, 0.0964], [-0.0760, 0.1233, -0.2235], [0.0545, -0.0613, 0.0623], [-0.0143, 0.0288, 0.0114], [0.0056, 0.0122, -0.0496], [-0.0091, 0.0048, -0.0030], [0.0080, 0.0159, -0.0028], [-0.0499, -0.0714, 0.0197], [-0.0703, -0.2162, 0.1043], [-0.0018, 0.0027, -0.0039], [-0.0006, 0.0054, -0.0024], [-0.0112, 0.0060, 0.0086], [0.0002, 0.0002, 0.0013], [-0.0012, -0.0016, -0.0002], [-0.0620, -0.0601, 0.0349], [-0.0065, 0.0020, 0.0042], [0.0240, 0.0044, -0.0164], [-0.0059, 0.0106, 0.0088], [0.0258, -0.0170, 0.0123], [-0.0327, -0.0283, 0.0447], [0.2273, 0.0127, 0.0311], [-0.0165, -0.0018, -0.0141], [0.0010, -0.0028, 0.0023], [0.0030, -0.0143, -0.0029], [0.0172, 0.0281, -0.0175], [0.0006, 0.0005, 0.0056]], "mulliken_charge": [-0.7782, -1.5775, 0.8675, 1.3377, -1.2804, 0.5060, -0.3858, -0.6221, 0.5357, -0.6882, -0.5332, -0.6902, 0.1884, 0.2244, 0.3812, 0.3332, 0.3254, 0.2281, 0.2189, 0.4332, 0.4229, 0.4601, 0.1317, -0.3285, -0.2210, -0.9322, -0.9464, 2.4961, 0.1448, -0.8855, -0.5567, -0.9956, -0.0179, 0.4011, 0.2923, 0.3622, 0.4632, 0.4164, 0.4311, 0.2326, -0.2431, 0.0333, -0.3969, -1.1676, 0.6053, -0.1611, -0.8813, 0.4305, 0.5164, 0.4120, 0.4580]}